No. 1
DFT (wB97M-V/def2-TZVPD) results for a cluster of 3 separate species, C19H50ClN9O6P3S in total at a distorted geometry.

Values from the calculation:
**Gap between HOMO and LUMO**: 6.13 eV
**Total charge**: +1
**Molecular weight**: 661.11 g mol⁻¹
**HOMO**: -9.600 eV
**E_tot**: -3580.3430 Ha

```
89
C19H50ClN9O6P3S | OMol25 | wB97M-V/def2-TZVPD
N 8.0792 -1.9007 -1.2537
P 8.5758 -3.1508 -2.0055
O 9.5570 -2.8591 -3.2081
O 9.4311 -4.1068 -1.0673
C 7.2010 -4.1624 -2.6503
C 5.9840 -4.2388 -2.0489
N 5.2263 -5.1155 -2.7926
C 3.8311 -5.5118 -2.4889
C 3.3917 -5.1625 -1.0697
C 2.7973 -3.7406 -0.9667
C 1.3838 -3.6931 -1.5770
S 1.0336 -2.0675 -2.2095
O -0.3799 -1.9065 -2.2497
O 1.7602 -1.0881 -1.4673
Cl 1.8091 -2.0835 -4.0964
C 5.9436 -5.5536 -3.8109
N 7.1437 -4.9922 -3.7457
H 7.0724 -1.7969 -1.2468
H 9.2823 -2.0495 -3.6617
H 8.8695 -4.2899 -0.3002
H 5.6933 -3.7198 -1.1539
H 3.1965 -5.0100 -3.2214
H 3.7422 -6.5872 -2.6341
H 4.1951 -5.2432 -0.3386
H 2.5956 -5.8613 -0.8100
H 3.4648 -2.9912 -1.3929
H 2.7006 -3.5221 0.0967
H 1.3136 -4.3950 -2.4090
H 0.6527 -3.9849 -0.8266
H 5.6278 -6.2664 -4.5545
H 7.9356 -5.1236 -4.3599
O -5.2350 0.1619 -2.5226
P -4.7401 1.5440 -2.2188
N -4.6224 2.1461 -3.8238
C -3.6713 3.1539 -4.2430
C -5.9313 2.4180 -4.4143
N -3.1806 0.9984 -1.5760
C -1.9269 1.2379 -2.2859
C -3.1654 -0.4140 -1.1846
N -4.5657 3.1305 -1.4582
C -3.3459 3.6174 -0.8358
C -5.6747 3.2948 -0.4824
H -3.9270 4.1654 -3.8942
H -3.6427 3.1778 -5.3346
H -2.6589 2.9261 -3.9241
H -6.4237 3.2851 -3.9477
H -6.5845 1.5518 -4.3038
H -5.8335 2.6180 -5.4816
H -1.9623 0.9017 -3.3305
H -1.1204 0.6970 -1.7883
H -1.6040 2.2775 -2.2537
H -3.0781 -1.0941 -2.0386
H -4.0634 -0.6783 -0.6325
H -2.3198 -0.6020 -0.5170
H -2.9254 2.9387 -0.0881
H -3.5780 4.5627 -0.3397
H -2.5965 3.8685 -1.5824
H -5.5841 2.6005 0.3627
H -6.6363 3.1099 -0.9714
H -5.7041 4.3121 -0.0932
O -1.0025 0.0023 5.5195
P -1.2396 1.2280 4.7106
N 0.2415 1.3882 3.8639
C 0.7435 2.6385 3.3324
C 0.4402 0.3191 2.8921
N -1.3599 2.3920 6.0117
C -0.3832 3.4652 6.1757
C -1.5320 1.7779 7.3335
N -2.2196 2.1383 3.5998
C -2.6653 3.5029 3.8326
C -3.3985 1.3103 3.2351
H 0.2035 2.9740 2.4335
H 1.7935 2.5109 3.0592
H 0.7233 3.4383 4.0631
H -0.2510 0.4018 2.0376
H 0.2891 -0.6530 3.3634
H 1.4605 0.3413 2.5057
H 0.6508 3.1000 6.1853
H -0.5654 3.9786 7.1207
H -0.4819 4.2521 5.4269
H -0.5969 1.3779 7.7406
H -2.2594 0.9721 7.3052
H -1.9152 2.5272 8.0294
H -3.1760 3.6453 4.7878
H -3.3619 3.7704 3.0351
H -1.8411 4.2080 3.7360
H -4.0723 1.1577 4.0866
H -3.0709 0.3294 2.8781
H -3.9616 1.7724 2.4242
```

***

No. 2
DFT (wB97M-V/def2-TZVPD) results for a cluster of 2 separate species, H2 in total at a distorted geometry.

Values from the calculation:
**Gap between HOMO and LUMO**: 7.46 eV
**Molecular weight**: 2.02 g mol⁻¹
**HOMO**: -10.133 eV
**E_tot**: -0.9575 Ha

```
2
H2 | OMol25 | wB97M-V/def2-TZVPD
H 0.0201 -1.0888 0.0677
H -0.0201 1.0888 -0.0677
```

***

No. 3
DFT (wB97M-V/def2-TZVPD) results for the molecule C4H8FNO at a distorted geometry.

Values from the calculation:
**SMILES**: CC(=O)[C@H](C)NF
**Gap between HOMO and LUMO**: 10.66 eV
**Molecular weight**: 105.11 g mol⁻¹
**HOMO**: -9.802 eV
**E_tot**: -386.9519 Ha

```
15
C4H8FNO | OMol25 | wB97M-V/def2-TZVPD
C 0.5662 0.0409 0.7252
C 1.6913 1.0043 0.6409
C -1.9166 -0.0689 -0.0721
C -0.4477 0.0337 -0.4153
N -0.0971 -1.2671 -1.2815
O 0.3942 -0.7685 1.6215
F 1.1951 -1.1095 -1.8149
H 2.6053 0.5270 0.8047
H 1.7926 1.6182 -0.1959
H 1.5600 1.6252 1.6022
H -2.0643 -1.0068 0.3706
H -2.1016 0.5068 0.7245
H -2.6180 0.0415 -0.9795
H -0.4188 0.7276 -1.1735
H -0.1406 -1.9044 -0.5572
```

***

No. 4
DFT (wB97M-V/def2-TZVPD) results for the molecule C13H15N5O3S2.

Values from the calculation:
**SMILES**: O=C(CSc1n[nH]c(-c2ccncc2)n1)N[C@H]1CCS(=O)(=O)C1
**Gap between HOMO and LUMO**: 9.35 eV
**Molecular weight**: 353.43 g mol⁻¹
**HOMO**: -9.268 eV
**E_tot**: -1800.2916 Ha

```
38
C13H15N5O3S2 | OMol25 | wB97M-V/def2-TZVPD
O -0.2588 -1.1706 -2.9754
C -0.9280 -0.2306 -2.6093
N -0.3990 0.9631 -2.2648
C 1.0307 1.1973 -2.2699
C 1.7477 0.4299 -1.1543
H 1.1108 -0.3142 -0.6873
H 2.6656 -0.0377 -1.4937
S 2.1985 1.6942 0.0837
O 3.5779 2.0476 -0.0760
O 1.7887 1.3047 1.4157
C 1.1516 3.0122 -0.6030
C 1.3007 2.6961 -2.0756
H 0.6261 3.2823 -2.7004
H 2.3287 2.9108 -2.3728
H 1.5510 3.9796 -0.3221
H 0.1414 2.8757 -0.2232
H 1.4076 0.8568 -3.2423
H -1.0126 1.6912 -1.9260
C -2.4465 -0.3259 -2.5288
H -2.7179 -1.3305 -2.2040
H -2.8757 -0.1427 -3.5144
S -3.2130 0.8889 -1.4044
C -2.2324 0.4754 -0.0156
N -1.4584 1.3574 0.5897
N -0.8095 0.6277 1.5033
C -1.1823 -0.6664 1.3942
N -2.1007 -0.7779 0.4486
C -0.6321 -1.7531 2.1783
C 0.5812 -1.6186 2.8545
C 1.0440 -2.7090 3.5744
N 0.4035 -3.8627 3.6508
C -0.7391 -3.9893 2.9976
C -1.3045 -2.9726 2.2464
H -2.2374 -3.1010 1.7224
H -1.2216 -4.9538 3.0832
H 1.9784 -2.6568 4.1172
H 1.1590 -0.7085 2.8012
H -0.0234 1.0307 2.0022
```

***

No. 5
DFT (wB97M-V/def2-TZVPD) results for a cluster of 2 separate species, C5H10FNO in total at a distorted geometry.

Values from the calculation:
**Gap between HOMO and LUMO**: 8.49 eV
**Molecular weight**: 119.14 g mol⁻¹
**HOMO**: -7.672 eV
**E_tot**: -426.2780 Ha

```
18
C5H10FNO | OMol25 | wB97M-V/def2-TZVPD
C -0.9034 0.5234 0.3703
C 2.0303 -0.3596 0.6650
C 1.2884 1.2843 -1.2106
C -3.0444 -0.6753 0.2786
C 1.1345 0.0271 -0.4642
N -1.6317 -0.4847 -0.1104
O -1.0105 1.5376 0.9421
F 0.9306 -1.1543 -1.2764
H 1.5714 -1.1507 1.1316
H 2.1448 0.4295 1.2645
H 3.1181 -0.4477 0.3367
H 0.3777 1.5274 -1.7955
H 2.1721 1.1474 -1.9319
H 1.5815 1.9899 -0.5708
H -3.5853 0.2416 0.5659
H -3.6626 -1.2586 -0.5336
H -3.1776 -1.2395 1.1588
H -1.1895 -1.2290 -0.6174
```

***

No. 6
DFT (wB97M-V/def2-TZVPD) results for a cluster of 2 separate species, CH5O2 in total at a distorted geometry.

Values from the calculation:
**Gap between HOMO and LUMO**: 7.56 eV
**Total charge**: -1
**Molecular weight**: 49.05 g mol⁻¹
**HOMO**: -2.565 eV
**E_tot**: -191.5364 Ha

```
8
CH5O2 | OMol25 | wB97M-V/def2-TZVPD
C -0.8017 0.4003 -1.1407
O -0.7078 -0.4682 -0.0974
H -1.1354 0.0010 -2.0587
H -1.5802 1.1187 -0.7736
H 0.2796 0.7560 -1.1216
H 0.9907 0.1803 1.8548
H 0.6151 -0.2258 0.5024
O 1.4128 -0.0608 1.1525
```